Entry 1:
C9H14N2Si in the gas phase at a distorted geometry, computed with ωB97M-V/def2-TZVPD.

Cartesian coordinates (Å):
C 3.56 0.14 1.05
N 2.48 0.23 0.05
C 2.23 -0.99 -0.81
C 0.78 -1.43 -0.57
N 0.04 -0.19 -0.83
C -1.29 -0.14 -0.55
C -2.01 -1.03 0.26
C -3.20 -0.70 0.82
C -3.82 0.53 0.62
C -3.22 1.36 -0.34
C -1.93 1.03 -0.83
Si 1.35 1.38 -0.07
H 4.57 -0.33 0.66
H 3.92 1.22 1.33
H 3.46 -0.48 1.99
H 3.09 -1.57 -0.63
H 2.06 -0.60 -1.86
H 0.48 -2.19 -1.34
H 0.63 -1.87 0.46
H -1.61 -2.01 0.51
H -3.62 -1.51 1.40
H -4.74 0.72 1.04
H -3.46 2.32 -0.78
H -1.77 1.73 -1.59
H 1.46 2.40 -1.06
H 0.54 1.98 1.07

Values from the calculation:
Molecular weight (Da): 178.31
Max |F| (hartree/bohr): 0.10035
HOMO-LUMO gap (eV): 7.62
Structure (SMILES): CN1CCN(c2ccccc2)[SiH2]1
E_HOMO (eV): -7.23
ΔE to the lowest compared entry with this formula, charge and spin (kcal/mol): 33.7
Total charge: 0

Entry 2:
A gas-phase ion, C7H12N2P (charge +1) at a distorted geometry, computed with ωB97M-V/def2-TZVPD.

Cartesian coordinates (Å):
C 0.91 -1.75 0.64
C -0.26 -0.77 0.62
C 2.11 -1.43 0.14
C -0.12 0.64 0.27
C 3.85 0.69 -0.51
C -0.85 -0.10 -0.74
C -2.29 -0.10 -0.92
N -0.50 1.68 1.01
N -2.94 0.91 -0.16
P 2.27 0.27 -0.44
H 0.80 -2.78 0.95
H -1.13 -1.00 1.23
H 2.75 -2.27 0.08
H 4.49 -0.08 -0.19
H 4.34 1.67 -0.57
H -0.21 -0.58 -1.61
H -2.83 -1.09 -0.80
H -2.41 0.17 -1.95
H -0.92 2.48 0.58
H -0.20 1.78 1.99
H -2.85 0.76 0.80
H -3.98 0.88 -0.44

Values from the calculation:
Molecular weight (Da): 155.16
Max |F| (hartree/bohr): 0.09620
HOMO-LUMO gap (spin up / spin down) (eV): 6.47 / 5.62
E_HOMO (spin up / spin down) (eV): -10.62 / -12.83
Total charge: +1
Multiplicity: 3

Entry 3:
A molecular structure, C4H10O2 at a distorted geometry, computed with ωB97M-V/def2-TZVPD.

Cartesian coordinates (Å):
C 1.77 -0.11 1.32
C -0.58 0.84 0.95
C -0.94 -0.64 -1.78
C 0.38 -0.30 0.59
O -1.72 0.41 -2.05
O 0.63 -0.42 -0.77
H 2.56 -0.46 0.75
H 1.93 1.01 1.49
H 1.84 -0.65 2.14
H -0.13 1.72 0.45
H -0.60 0.73 2.06
H -1.59 0.73 0.43
H -0.58 -1.15 -2.63
H -1.63 -1.32 -1.18
H -0.04 -1.17 1.09
H -1.28 0.79 -2.85

Values from the calculation:
Molecular weight (Da): 90.12
Max |F| (hartree/bohr): 0.11772
HOMO-LUMO gap (eV): 9.94
E_HOMO (eV): -9.28
ΔE to the lowest compared entry with this formula, charge and spin (kcal/mol): 79.5
Total charge: 0

Entry 4:
A molecular structure, C8H7CaF12MnN3O15S4 at a distorted geometry, computed with ωB97M-V/def2-TZVPD.

Cartesian coordinates (Å):
Ca -2.91 1.81 0.30
Mn 0.50 0.52 1.49
C 1.80 -3.49 -0.01
F 2.95 -4.18 0.43
F 1.35 -4.15 -1.12
F 0.88 -3.44 0.96
S 2.22 -1.64 -0.64
O 2.12 -1.54 -2.12
O 1.15 -0.86 -0.06
N 3.73 -1.13 0.06
S 4.76 -1.92 -0.85
O 5.89 -2.24 0.02
O 4.54 -3.14 -1.62
C 5.48 -0.57 -2.03
F 6.75 -0.81 -2.40
F 4.70 -0.41 -3.13
F 5.49 0.59 -1.32
C -2.12 1.38 4.43
F -1.27 1.01 5.40
F -2.36 0.32 3.71
F -3.19 1.81 4.92
S -1.39 2.80 3.34
O -1.01 3.94 4.24
O -0.27 2.25 2.66
N -2.66 3.10 2.13
S -3.48 4.26 2.69
O -4.79 4.35 2.00
O -3.51 4.36 4.14
C -2.48 5.80 1.93
F -3.28 6.81 1.58
F -1.54 6.28 2.77
F -1.90 5.33 0.79
O -1.42 0.30 1.06
H -1.56 -0.39 0.38
N 1.31 -1.90 3.27
O 0.37 -1.29 2.78
O 2.37 -1.53 2.95
O 1.17 -2.82 4.01
C -0.61 -2.97 -4.02
C -0.86 -1.46 -3.69
C -1.85 -0.79 -4.69
O -2.51 0.09 -3.77
C -2.34 -0.28 -2.54
O -2.99 0.17 -1.62
O -1.58 -1.37 -2.51
H -1.58 -3.38 -4.32
H -0.42 -3.57 -3.13
H 0.18 -3.27 -4.70
H 0.05 -0.89 -3.49
H -2.54 -1.53 -5.10
H -1.34 -0.31 -5.52

Values from the calculation:
Molecular weight (Da): 836.41
Max |F| (hartree/bohr): 0.14931
HOMO-LUMO gap (spin up / spin down) (eV): 6.34 / 6.34
E_HOMO (spin up / spin down) (eV): -8.83 / -8.85
Total charge: 0
Multiplicity: 6

Entry 5:
C5H6O in the gas phase, computed with ωB97M-V/def2-TZVPD.

Cartesian coordinates (Å):
C -1.17 -0.42 0.28
C -0.79 -0.43 -1.00
C 0.66 -0.13 -1.06
O 0.86 1.30 -0.88
C 1.04 0.42 0.22
C -0.12 0.21 1.18
H -2.14 -0.76 0.62
H -1.40 -0.54 -1.89
H 1.29 -0.79 -1.66
H 2.07 0.40 0.58
H 0.20 -0.41 2.03
H -0.52 1.15 1.58

Values from the calculation:
Molecular weight (Da): 82.10
Max |F| (hartree/bohr): 0.01732
HOMO-LUMO gap (eV): 10.46
Structure (SMILES): C1=C[C@H]2O[C@H]2C1
E_HOMO (eV): -9.33
ΔE to the lowest compared entry with this formula, charge and spin (kcal/mol): 40.1
Total charge: 0

Entry 6:
2 unconnected molecules or ions with the total composition CH7PSi at a distorted geometry, computed with ωB97M-V/def2-TZVPD.

Cartesian coordinates (Å):
C 0.26 0.64 0.59
Si 1.40 -0.69 0.04
P -1.99 -0.16 -1.06
H -0.16 0.65 1.57
H 0.15 1.64 0.03
H 2.66 -0.52 0.86
H 1.98 -0.81 -1.34
H 0.74 -1.90 0.38
H -3.06 -0.13 -0.05
H -1.97 1.28 -1.02

Values from the calculation:
Molecular weight (Da): 78.13
Max |F| (hartree/bohr): 0.07264
HOMO-LUMO gap (spin up / spin down) (eV): 7.94 / 8.20
E_HOMO (spin up / spin down) (eV): -8.94 / -8.77
ΔE to the lowest compared entry with this formula, charge and spin (kcal/mol): 75.7
Total charge: 0